{"formula": "C32H52IN7O5P2", "method": "ωB97M-V/def2-TZVPD", "smiles": "CC(C)CCc1ccc(OC#N)c2c1C(=O)c1ccc(I)cc1C2=O.CN(C)P(=O)(N(C)C)N(C)C.CN(C)P(=O)(N(C)C)N(C)C", "homo_lumo_gap_ev": 6.41, "lumo_energy_ev": -1.32, "homo_ev": -7.73, "elements": ["C", "C", "C", "C", "C", "C", "C", "C", "C", "O", "C", "N", "C", "C", "C", "O", "C", "C", "C", "C", "I", "C", "C", "C", "O", "H", "H", "H", "H", "H", "H", "H", "H", "H", "H", "H", "H", "H", "H", "H", "H", "C", "N", "C", "P", "O", "N", "C", "C", "N", "C", "C", "H", "H", "H", "H", "H", "H", "H", "H", "H", "H", "H", "H", "H", "H", "H", "H", "H", "H", "C", "N", "C", "P", "O", "N", "C", "C", "N", "C", "C", "H", "H", "H", "H", "H", "H", "H", "H", "H", "H", "H", "H", "H", "H", "H", "H", "H", "H"], "xyz": [[1.83, 3.43, 2.97], [2.98, 3.78, 4.07], [2.95, 2.53, 5.12], [4.37, 3.85, 3.24], [5.64, 4.33, 4.13], [6.25, 3.00, 4.85], [6.14, 2.80, 6.42], [6.69, 1.49, 7.07], [7.37, 0.33, 6.26], [7.85, -0.91, 6.87], [6.65, -1.71, 6.92], [5.88, -2.65, 6.89], [7.49, 0.52, 4.72], [6.93, 1.85, 4.05], [7.04, 1.96, 2.44], [7.39, 3.02, 1.86], [6.72, 0.57, 1.66], [5.89, 0.58, 0.34], [5.58, -0.79, -0.32], [6.10, -2.12, 0.36], [5.51, -3.97, -0.68], [6.97, -2.13, 1.67], [7.28, -0.75, 2.33], [8.12, -0.57, 3.71], [9.18, -1.20, 3.93], [1.92, 4.08, 2.02], [2.02, 2.33, 2.62], [0.77, 3.45, 3.41], [2.75, 4.73, 4.67], [1.93, 2.02, 5.15], [3.72, 1.74, 4.79], [3.29, 2.87, 6.17], [4.22, 4.59, 2.36], [4.51, 2.81, 2.76], [6.42, 4.78, 3.40], [5.35, 5.14, 4.89], [5.61, 3.64, 7.00], [6.58, 1.40, 8.21], [5.54, 1.60, -0.04], [4.95, -0.81, -1.27], [7.34, -3.10, 2.16], [-0.56, -2.87, -0.39], [-0.60, -1.81, -1.37], [-0.94, -0.53, -0.74], [0.21, -1.71, -2.87], [1.44, -0.98, -2.29], [1.10, -3.11, -3.31], [1.10, -4.37, -2.60], [2.44, -2.85, -3.85], [-1.20, -2.50, -3.59], [-2.52, -2.71, -3.01], [-1.11, -2.96, -4.97], [-1.44, -2.83, 0.27], [0.35, -2.82, 0.24], [-0.63, -3.86, -0.83], [-1.71, -0.02, -1.33], [-0.07, 0.14, -0.67], [-1.34, -0.64, 0.27], [1.54, -4.28, -1.60], [1.69, -5.13, -3.14], [0.10, -4.79, -2.55], [3.17, -2.70, -3.05], [2.44, -1.96, -4.48], [2.77, -3.68, -4.48], [-2.54, -3.62, -2.41], [-3.29, -2.82, -3.78], [-2.85, -1.87, -2.41], [-1.00, -4.04, -5.01], [-0.26, -2.50, -5.49], [-2.00, -2.68, -5.55], [-8.83, -0.33, -1.07], [-7.49, 0.20, -1.09], [-6.85, 0.05, 0.22], [-6.43, 0.40, -2.41], [-5.76, -0.98, -2.23], [-7.10, 0.00, -3.94], [-8.48, -0.33, -4.20], [-6.24, -0.80, -4.82], [-7.13, 2.01, -2.63], [-7.97, 2.77, -1.72], [-6.80, 2.75, -3.84], [-9.37, 0.01, -0.18], [-8.83, -1.43, -1.09], [-9.44, 0.04, -1.89], [-6.36, 0.99, 0.50], [-6.09, -0.74, 0.21], [-7.55, -0.20, 1.01], [-8.78, -1.27, -3.70], [-8.67, -0.46, -5.27], [-9.15, 0.48, -3.90], [-6.30, -1.87, -4.57], [-5.20, -0.49, -4.73], [-6.51, -0.66, -5.87], [-9.02, 2.49, -1.84], [-7.90, 3.85, -1.91], [-7.67, 2.65, -0.68], [-7.63, 2.75, -4.54], [-5.92, 2.33, -4.34], [-6.54, 3.80, -3.62]]}